# 1
This record from OMol25 describes C22H33AsCdNO2S2 as an isolated structure at a distorted geometry. The level of theory is wB97M-V/def2-TZVPD.

Computed properties:
HOMO-LUMO gap in eV: 7.281
Charge: -1
Energy relative to the best compared isomer or geometry (same formula, charge and spin) in kJ/mol: 34.91
Highest occupied orbital energy in eV: -4.50
LUMO level in eV: 2.78

Element x y z (Å)
Cd 0.45484 0.25862 0.25237
C -0.24807 3.52784 -1.27481
As 0.97524 2.33232 -2.23570
C 0.65160 3.20296 -4.01587
C 2.67458 3.27805 -1.89857
S 1.62193 -1.36589 -1.13701
H 0.00903 4.57462 -1.42925
H -0.21243 3.30829 -0.21092
H -1.26333 3.35218 -1.62426
H 0.77741 4.28412 -3.94106
H -0.35850 2.99339 -4.36715
H 1.34994 2.82326 -4.76298
H 2.58699 4.34710 -2.09594
H 3.47048 2.86437 -2.51983
H 2.93089 3.12261 -0.85347
C 3.33551 -0.88580 -0.70666
C 3.73252 -1.21388 0.70059
C 3.26371 -2.36153 1.33064
C 3.66832 -2.68220 2.61411
C 4.56068 -1.86630 3.28831
C 5.03950 -0.72450 2.66935
C 4.63004 -0.40141 1.38735
H 3.97462 -1.44657 -1.39722
H 3.45286 0.18383 -0.91177
H 2.56896 -2.99293 0.79558
H 3.28799 -3.57463 3.09135
H 4.88192 -2.11488 4.29051
H 5.74331 -0.08631 3.18802
H 5.01642 0.49390 0.91512
C -2.01683 0.20771 -2.81948
C -3.35156 0.08595 -2.08568
C -3.78008 1.43289 -1.49808
C -3.30073 -0.97154 -1.00320
C -4.11132 -2.08181 -1.15746
C -4.18210 -3.07387 -0.19743
C -3.45027 -2.90849 0.96416
C -2.62832 -1.81485 1.16880
C -1.91591 -1.74086 2.50627
C -0.45050 -2.14856 2.37161
C -2.06407 -0.36999 3.16828
C -2.47833 -0.82669 0.15340
O -1.69271 0.20920 0.28286
H -2.08301 0.95433 -3.61312
H -1.73613 -0.74832 -3.26050
H -1.24056 0.50007 -2.11042
H -4.10731 -0.22190 -2.82350
H -3.03194 1.75379 -0.77838
H -4.73638 1.32961 -0.98575
H -3.88108 2.18886 -2.27641
H -4.69971 -2.17722 -2.06306
H -4.80440 -3.94559 -0.34543
H -3.51883 -3.66404 1.73957
H -2.39309 -2.47549 3.17149
H 0.06652 -1.46702 1.69340
H -0.37828 -3.15467 1.96341
H 0.05518 -2.11463 3.33603
H -1.65871 0.40336 2.51802
H -1.53099 -0.34410 4.11856
H -3.11851 -0.15502 3.34668
O 1.67414 0.44391 2.63558
S 2.26015 1.66647 2.03330
N 1.70871 1.99789 0.70565

Forces on the atoms, in the same order (eV/Å):
-0.45 -0.42 -0.53
0.00 0.06 0.12
0.12 0.69 -0.69
0.05 -0.25 0.20
0.01 -0.01 0.06
0.01 -0.27 -0.12
0.05 0.08 -0.06
0.03 0.01 0.03
-0.06 -0.04 -0.09
0.01 0.01 0.09
-0.04 -0.06 0.07
0.03 -0.05 0.07
-0.07 0.03 -0.06
-0.09 -0.04 -0.09
-0.01 0.05 -0.08
-0.42 -0.04 -0.39
0.29 -0.03 0.15
0.01 0.00 -0.03
0.02 -0.05 -0.01
0.06 0.05 0.11
0.15 0.01 0.12
0.02 -0.08 -0.10
0.03 0.18 0.02
0.20 -0.12 0.08
-0.10 0.00 0.01
-0.05 -0.07 0.02
-0.01 -0.01 0.07
0.00 0.06 0.03
-0.02 0.04 -0.08
-0.10 -0.03 0.16
0.18 0.16 0.02
0.01 -0.15 -0.07
0.02 0.13 -0.08
-0.02 -0.15 0.01
-0.05 -0.10 0.02
-0.18 -0.21 -0.17
0.15 0.14 0.18
0.10 0.16 0.01
-0.21 0.11 0.03
0.07 -0.06 -0.03
-0.77 -0.84 -0.12
0.66 0.62 0.13
0.07 0.08 -0.06
0.09 -0.02 -0.04
-0.02 -0.03 -0.20
0.06 -0.03 0.18
-0.01 0.11 0.08
-0.07 0.06 0.05
-0.01 0.10 -0.11
-0.04 0.05 -0.06
-0.05 -0.05 0.01
0.02 0.02 0.09
0.01 0.07 -0.15
0.11 -0.34 0.22
0.10 -0.06 -0.10
0.13 0.06 0.02
-0.07 0.03 0.12
0.02 -0.01 0.11
-0.03 0.08 0.02
0.28 0.32 0.36
-0.52 -0.56 0.24
0.29 0.59 0.22

Atom charges from the Mulliken analysis, given in e for atoms 1 to 2:
1 Cd 1.674
2 C -1.077

---

# 2
This record from OMol25 describes C17H16BF4N4OPt as an isolated structure. The level of theory is wB97M-V/def2-TZVPD.

Computed properties:
HOMO-LUMO gap in eV: 8.409
Charge: +1
Energy relative to the best compared isomer or geometry (same formula, charge and spin) in kJ/mol: 0.00
Highest occupied orbital energy in eV: -12.40
LUMO level in eV: -3.99

Element x y z (Å)
Pt 0.08664 -0.60240 -0.33040
C -3.77399 -2.52831 -0.41402
C -4.05318 -2.61467 0.93633
C -3.11328 -2.15998 1.85312
C -1.92453 -1.63733 1.39225
N -1.66357 -1.55834 0.06417
C -2.56464 -1.98252 -0.81493
C -0.85818 -1.10740 2.26752
C -0.84585 -1.07131 3.65023
C 0.24782 -0.50226 4.28667
C 1.29855 0.03178 3.55767
C 1.23857 -0.02211 2.17566
N 0.18602 -0.60564 1.59465
C 2.20404 0.53297 1.20896
C 3.30912 1.26441 1.58129
C 4.12106 1.81456 0.59934
C 3.78887 1.61837 -0.72560
C 2.65995 0.87631 -1.03142
N 1.89361 0.32416 -0.09660
H -4.47887 -2.86355 -1.16039
H -4.99310 -3.02324 1.28046
H -3.31410 -2.20500 2.91333
H -2.30117 -1.86179 -1.85551
H -1.66825 -1.46806 4.22611
H 0.27521 -0.46524 5.36703
H 2.13655 0.48979 4.06078
H 3.52344 1.42828 2.62684
H 4.98677 2.40138 0.87292
H 4.37388 2.04602 -1.52636
H 2.34520 0.74053 -2.05190
C -0.80637 0.92341 -4.14719
C 0.05347 -0.04535 -3.41363
N 1.25383 -0.34865 -3.90459
O -0.36203 -0.56475 -2.35783
H -0.41559 1.18658 -5.12689
H -0.88034 1.80935 -3.51221
H -1.80696 0.50459 -4.24029
H 1.55283 0.00851 -4.79615
H 1.80557 -1.06609 -3.45930
F 0.00908 2.26924 0.89447
B -0.72487 2.49465 -0.30373
F -1.80267 1.57864 -0.33592
F 0.14837 2.16905 -1.40316
F -1.14691 3.79141 -0.40175

Forces on the atoms, in the same order (eV/Å):
-0.02 -0.36 0.04
0.04 0.02 -0.01
0.04 0.02 0.01
-0.06 -0.04 -0.01
0.03 -0.02 0.00
-0.06 0.22 -0.01
-0.07 -0.02 -0.03
0.05 0.02 0.08
-0.01 0.02 -0.05
0.01 0.01 0.07
-0.01 0.02 -0.04
-0.07 -0.03 0.09
0.09 -0.04 -0.12
-0.05 -0.06 -0.05
0.05 0.02 0.00
-0.03 -0.02 0.01
-0.03 -0.02 -0.02
0.05 0.02 0.05
0.03 0.24 0.06
-0.01 0.00 0.01
0.00 0.00 0.00
0.00 -0.01 0.00
0.01 0.00 0.01
-0.01 -0.01 -0.02
0.00 0.00 0.00
0.00 0.00 -0.01
0.01 0.00 0.00
0.00 0.00 0.00
0.01 0.01 0.01
-0.03 0.01 -0.02
-0.02 0.00 0.04
0.01 0.08 -0.05
-0.02 -0.02 0.02
0.03 -0.10 0.01
0.00 0.00 0.00
0.01 0.01 -0.01
0.01 0.00 -0.01
0.00 0.01 0.01
-0.01 0.00 -0.01
-0.01 0.03 -0.02
0.07 -0.08 0.03
-0.01 0.00 -0.02
-0.03 0.06 -0.05
-0.02 0.02 0.00

Atom charges from the Mulliken analysis, given in e for atoms 1 to 2:
1 Pt 0.967
2 C -0.729

---

# 3
This record from OMol25 describes C14H13N8O4Sn as an isolated structure. The level of theory is wB97M-V/def2-TZVPD.

Computed properties:
HOMO-LUMO gap (spin up / spin down) in eV: 6.278 / 5.651
Charge: +3
Highest occupied orbital energy (spin up / spin down) in eV: -19.12 / -19.13
LUMO level (spin up / spin down) in eV: -12.84 / -13.48

Element x y z (Å)
Sn -0.25480 -0.85526 -1.32038
N -3.66532 -2.41965 -0.44367
C -3.69806 -1.11022 -0.33787
N -4.87676 -0.51161 -0.12943
C -5.09060 0.78253 0.08651
N -6.25240 1.31460 0.32707
N -3.94123 1.48077 0.01617
C -2.76572 0.94008 -0.23903
N -2.56097 -0.36135 -0.44736
C -1.59305 1.85112 -0.23760
C -1.72075 3.15809 0.19292
C -0.57918 3.94563 0.28710
C 0.64281 3.40514 -0.06698
C 0.68460 2.09674 -0.52663
N -0.40771 1.33321 -0.61355
H -4.51236 -2.96254 -0.33869
H -2.79488 -2.92070 -0.52096
H -7.08915 0.74508 0.35256
H -6.34088 2.30732 0.50132
H -2.69327 3.54350 0.46352
H -0.64796 4.96583 0.64007
H 1.55196 3.98652 -0.00376
H 1.61563 1.65409 -0.85378
C 4.01793 -0.96945 -2.56922
C 3.57485 -1.23309 -1.19947
N 2.29482 -1.15640 -0.73017
C 2.33676 -1.50092 0.54161
C 3.70034 -1.78951 0.93127
N 4.40705 -1.61431 -0.17883
C 4.42206 -2.20838 2.20306
O 3.73696 -2.27245 3.30637
O 5.58857 -2.42853 2.05322
C 1.07841 -1.53160 1.36949
O 1.19991 -1.71369 2.55770
O -0.01749 -1.34421 0.70476
H 3.20456 -0.58266 -3.17403
H 4.39283 -1.89662 -3.02253
H 4.85800 -0.26730 -2.57765
H 5.41695 -1.77458 -0.20950
H 2.77755 -2.08519 3.20640

Forces on the atoms, in the same order (eV/Å):
-0.26 -0.06 0.01
-0.04 0.05 0.04
-0.03 -0.12 0.00
0.16 0.05 -0.07
-0.14 0.00 0.10
-0.02 -0.03 0.00
0.19 -0.09 -0.11
-0.12 0.03 0.12
-0.05 0.16 -0.08
-0.02 0.16 0.06
-0.01 -0.16 -0.04
0.05 0.09 0.02
-0.03 0.00 -0.03
-0.15 0.09 -0.12
0.07 -0.20 0.16
0.01 -0.02 -0.03
0.00 0.02 0.00
0.01 -0.01 0.02
0.03 0.01 -0.04
0.01 0.03 0.03
-0.01 0.02 -0.01
0.01 -0.01 -0.01
0.04 -0.02 0.01
0.06 -0.02 0.02
-0.05 0.02 -0.05
0.61 0.11 -0.30
-0.21 0.06 0.07
-0.28 -0.07 0.29
-0.07 0.02 -0.22
-0.04 0.01 0.08
0.28 -0.10 0.02
0.04 0.01 0.02
0.21 -0.07 0.01
-0.25 -0.01 0.04
0.13 0.04 0.02
-0.03 0.00 -0.03
-0.02 0.00 0.02
0.00 -0.02 0.03
-0.01 0.01 0.01
-0.10 0.05 -0.07

Atom charges from the Mulliken analysis, given in e for atoms 1 to 2:
1 Sn 0.913
2 N -0.252

---

# 4
This record from OMol25 describes C41H37CoN4O4Te as an isolated structure. The level of theory is wB97M-V/def2-TZVPD.

Computed properties:
HOMO-LUMO gap (spin up / spin down) in eV: 6.736 / 6.736
Charge: +2
Highest occupied orbital energy (spin up / spin down) in eV: -13.01 / -13.01
LUMO level (spin up / spin down) in eV: -6.27 / -6.27

Element x y z (Å)
Co -0.32377 0.78520 1.42672
O -0.58045 2.22669 2.88369
C -0.05907 1.90624 4.19297
C 0.21718 0.43315 4.23607
C 0.37039 -0.23740 5.43216
C 0.71548 -1.58142 5.40407
C 0.89697 -2.20111 4.17956
C 0.69892 -1.47136 3.02188
N 0.36162 -0.17608 3.04859
H -0.41604 3.15799 2.69460
H -0.77731 2.20497 4.95590
H 0.86732 2.46358 4.35183
H 0.22561 0.28456 6.36866
H 0.83780 -2.13220 6.32689
H 1.17387 -3.24299 4.10688
H 0.80583 -1.91165 2.04284
C -0.69322 -1.93067 -5.02417
C -0.49434 -1.55577 -3.58024
C 0.17815 -2.40855 -2.69299
C 0.38896 -2.07021 -1.37546
C 1.07660 -3.00831 -0.41961
O 0.45978 -3.94682 0.03910
C 2.49706 -2.73852 -0.06768
C 3.11018 -3.51781 0.91287
C 4.43161 -3.28657 1.25411
C 5.15125 -2.28793 0.60518
C 4.55129 -1.51796 -0.38321
C 3.22262 -1.74013 -0.71387
C -0.11420 -0.86753 -0.85810
O 0.08628 -0.66456 0.43100
C -0.82381 -0.00702 -1.71595
C -0.97940 -0.37369 -3.07365
C -1.48100 1.17567 -1.21292
N -1.31372 1.62733 0.00013
C -2.26316 2.63000 0.50545
C -3.43816 1.91013 1.16238
Te -2.76839 0.15316 2.19231
C -3.37935 -1.26996 0.77535
C -2.54903 -2.35085 0.50745
C -2.95791 -3.30847 -0.40988
C -4.19025 -3.18726 -1.03670
C -5.02854 -2.12073 -0.73691
C -4.63026 -1.15693 0.17864
C -2.41185 1.88437 -2.14130
C -2.02749 3.07960 -2.74018
C -2.89204 3.71924 -3.61622
C -4.13864 3.17140 -3.88733
C -4.51762 1.97527 -3.29373
C -3.65191 1.32292 -2.42717
H -0.13896 -2.83277 -5.27619
H -0.35667 -1.13406 -5.68752
H -1.74665 -2.11563 -5.23850
H 0.55853 -3.35825 -3.05393
H 2.54141 -4.31267 1.37926
H 4.91272 -3.89852 2.00561
H 6.19239 -2.12747 0.85425
H 5.12429 -0.76766 -0.91515
H 2.75706 -1.15774 -1.50048
H -1.50948 0.29858 -3.73529
H -2.62749 3.26789 -0.29632
H -1.75782 3.28153 1.21157
H -4.13262 1.54626 0.40564
H -3.97886 2.54262 1.86271
H -1.58823 -2.45733 0.99392
H -2.30408 -4.14392 -0.62336
H -4.50910 -3.93649 -1.74885
H -6.00128 -2.04475 -1.20452
H -5.30109 -0.34145 0.42274
H -1.05322 3.50654 -2.53000
H -2.59105 4.64408 -4.08930
H -4.81126 3.67293 -4.56970
H -5.48330 1.54156 -3.51653
H -3.92726 0.36988 -1.98919
N 6.28141 3.12428 0.32679
C 5.48655 2.28685 -0.36886
O 5.83014 1.64616 -1.33772
C 4.07214 2.11914 0.13603
C 3.76569 1.90123 1.47040
C 2.46492 1.58872 1.81294
N 1.47053 1.52259 0.91868
C 1.76773 1.76118 -0.36793
C 3.04664 2.04700 -0.79489
H 7.22802 3.25762 0.00705
H 5.93219 3.71871 1.05665
H 4.52944 1.91500 2.23634
H 2.22015 1.35153 2.83723
H 0.95873 1.69351 -1.07604
H 3.25391 2.18227 -1.84755

Forces on the atoms, in the same order (eV/Å):
-0.13 0.19 0.28
0.02 -0.05 -0.05
0.02 0.02 0.01
0.03 0.01 -0.04
0.06 0.00 0.02
0.00 0.01 0.01
0.01 0.01 -0.03
0.06 -0.02 0.04
-0.15 -0.04 -0.05
0.05 -0.01 -0.07
-0.04 -0.02 -0.02
-0.02 0.01 0.03
0.00 0.00 0.00
0.00 0.00 0.00
0.00 0.00 0.00
-0.02 -0.02 -0.04
0.00 0.00 0.00
-0.01 0.01 -0.01
0.07 0.02 0.02
-0.04 0.01 -0.03
0.08 -0.08 -0.09
-0.03 0.07 0.11
-0.06 0.02 0.00
0.01 -0.01 0.03
-0.01 0.00 -0.01
-0.01 0.00 -0.01
0.05 0.01 -0.02
-0.01 0.03 0.00
0.00 0.03 0.03
-0.20 -0.23 0.00
-0.04 -0.03 0.02
0.01 0.00 -0.01
0.02 0.01 -0.03
0.01 0.11 -0.02
0.00 -0.03 0.00
-0.04 -0.01 0.03
0.28 -0.02 -0.14
-0.04 -0.01 -0.03
0.00 0.02 0.05
-0.01 0.00 -0.01
0.00 0.00 0.00
0.00 -0.01 0.00
0.03 0.01 0.00
-0.01 -0.04 0.00
0.00 0.02 0.00
0.00 0.00 0.00
0.00 0.00 0.00
0.00 0.00 0.00
0.00 0.00 -0.02
0.00 0.00 0.00
0.00 0.00 0.00
0.00 0.00 0.00
0.00 0.00 -0.01
0.00 0.00 0.00
0.00 0.00 0.00
0.00 0.00 0.00
-0.02 0.01 0.03
0.01 0.00 0.01
0.01 0.00 0.00
-0.01 -0.01 0.00
-0.03 0.01 -0.01
0.01 0.02 0.00
0.00 0.00 0.00
0.01 0.00 -0.03
0.01 0.01 0.00
0.00 0.00 0.00
0.00 0.00 0.00
-0.01 -0.02 -0.01
0.00 0.00 0.00
0.00 0.00 0.00
0.00 0.00 0.00
0.00 0.00 0.00
0.01 0.00 0.00
0.02 -0.05 0.03
-0.02 0.00 0.01
0.02 0.02 -0.03
0.01 -0.02 -0.01
0.01 0.01 0.00
-0.01 0.02 0.00
0.07 -0.05 0.04
0.00 0.03 0.04
0.00 -0.01 -0.01
0.00 0.01 -0.01
0.00 0.02 -0.02
0.00 0.00 0.00
0.02 0.01 -0.01
-0.02 0.00 -0.01
0.00 0.00 0.00

Atom charges from the Mulliken analysis, given in e for atoms 1 to 2:
1 Co -1.987
2 O -0.191

---

# 5
This record from OMol25 describes C4H5Br2F as an isolated structure at a distorted geometry. The level of theory is wB97M-V/def2-TZVPD.

Computed properties:
HOMO-LUMO gap in eV: 8.287
Charge: 0
Energy relative to the best compared isomer or geometry (same formula, charge and spin) in kJ/mol: 142.13
Highest occupied orbital energy in eV: -7.74
LUMO level in eV: 0.54

Element x y z (Å)
C 0.55098 -0.91893 0.70177
C -0.52529 0.11891 0.57131
C 1.34670 0.03593 -0.09229
C -1.33566 0.39455 -0.69504
F -0.66636 0.87910 1.60942
Br 2.55296 1.10643 0.89615
Br 1.51608 -0.01349 -1.96391
H 0.95022 -1.17679 1.73234
H 0.27188 -1.78415 -0.01585
H -2.35884 0.49251 -0.26156
H -1.29433 -0.56428 -1.33879
H -1.00834 1.43021 -1.14356

Forces on the atoms, in the same order (eV/Å):
-0.78 -2.41 -1.52
3.60 -0.92 -2.94
-1.63 1.08 1.44
-0.23 -0.02 1.24
-0.57 1.54 1.23
-0.03 0.10 -0.24
0.23 -0.13 0.27
-0.76 0.19 -1.41
0.58 0.72 1.74
0.30 0.08 -0.84
-0.01 2.09 0.68
-0.69 -2.31 0.35

Atom charges from the Mulliken analysis, given in e for atoms 1 to 2:
1 C -0.465
2 C 0.536

---

# 6
This record from OMol25 describes a 2-piece molecular cluster, C3H5NO2 overall at a distorted geometry. The level of theory is wB97M-V/def2-TZVPD.

Computed properties:
HOMO-LUMO gap (spin up / spin down) in eV: 8.647 / 8.641
Charge: 0
Energy relative to the best compared isomer or geometry (same formula, charge and spin) in kJ/mol: 671.23
Highest occupied orbital energy (spin up / spin down) in eV: -10.50 / -10.49
LUMO level (spin up / spin down) in eV: -1.86 / -1.85

Element x y z (Å)
C -0.22032 0.19203 -0.43446
C 0.15651 -1.23549 -0.18836
O -0.10752 1.07133 0.63908
O 1.65726 1.30561 0.31505
C -1.63050 0.62840 0.12738
N -2.79573 0.70913 0.18968
H 2.17600 1.44772 1.12366
H -0.02145 0.64892 -1.40264
H 1.23748 -1.33420 -0.30789
H -0.08861 -1.54299 0.82986
H -0.36313 -1.89044 -0.89136

Forces on the atoms, in the same order (eV/Å):
-2.56 0.80 1.93
0.19 -0.11 -0.04
5.55 0.76 -0.26
-1.19 0.07 0.55
-3.03 -2.00 -2.58
1.62 0.27 0.45
-0.44 0.00 0.13
-0.04 -0.05 0.06
-0.11 0.00 -0.15
-0.11 0.17 -0.11
0.13 0.07 0.01

Atom charges from the Mulliken analysis, given in e for atoms 1 to 2:
1 C 0.702
2 C -1.281

---

| no. | calculated total energy (eV) |
| --- | --- |
| 1 | -116010.4523 |
| 2 | -40692.5718 |
| 3 | -40644.4538 |
| 4 | -102176.6084 |
| 5 | -147028.4418 |
| 6 | -8770.7379 |